[1]
The following is a quantum chemistry calculation of a 2-piece molecular cluster, C3H6BrO2S overall in a non-equilibrium geometry, from OMol25.

Values from the calculation:
* total charge: -1

Last column: Mulliken charge in e.
Element x y z (Å)
C (1.1803, -1.1449, -0.7666)  -0.66
C (0.7460, 1.1516, 0.0570)  -0.73
C (1.5008, 0.0065, -0.2093)  0.45
O (-1.9394, -1.3143, -0.2220)  -0.61
O (-2.5813, 1.0149, 0.3778)  -0.68
S (-3.0939, -0.4322, 0.2625)  0.23
Br (3.4329, 0.2370, -0.0632)  -0.29
H (0.2241, -1.5712, -0.8248)  0.35
H (1.9562, -1.7824, -1.1652)  0.23
H (-3.1900, -0.7230, 1.7537)  0.02
H (1.1707, 1.4860, 1.0635)  0.25
H (-0.3320, 1.0892, 0.3535)  0.19
H (0.9257, 1.9827, -0.6170)  0.24

[2]
The following is a quantum chemistry calculation of C64H64N8O4Ti as an isolated structure in a non-equilibrium geometry, from OMol25.

Values from the calculation:
* total charge: +2

Last column: Mulliken charge in e.
Element x y z (Å)
Ti (-0.2357, -0.8497, -0.3231)  -0.68
C (1.1388, -3.2596, -4.8882)  -1.49
C (2.3328, -2.5048, -5.4516)  2.91
C (2.1735, -2.3548, -6.9716)  -1.83
C (3.6231, -3.2620, -5.1196)  -2.16
C (2.2923, -1.0985, -4.8464)  -0.36
O (1.2473, -0.5397, -4.5537)  -0.61
N (3.5022, -0.4815, -4.7211)  0.40
C (3.7521, 0.8352, -4.2872)  -0.02
C (4.7275, 1.5342, -4.9957)  -0.44
C (5.0868, 2.8221, -4.6486)  -0.75
C (4.4555, 3.4490, -3.5867)  -1.03
C (3.4897, 2.7609, -2.8761)  -0.62
C (3.1296, 1.4479, -3.1940)  0.53
C (2.1594, 0.7954, -2.2637)  0.21
C (2.6073, -0.1726, -1.3734)  0.96
C (3.9829, -0.5087, -1.2226)  -2.14
C (4.0987, -1.2119, -0.0710)  -1.62
C (2.7912, -1.3448, 0.4790)  0.63
N (1.8591, -0.7397, -0.3411)  1.25
C (2.5430, -1.9052, 1.7275)  1.13
C (1.2681, -2.0118, 2.2442)  0.38
C (0.9481, -2.7901, 3.4052)  -1.11
C (-0.3945, -2.9535, 3.4212)  -1.80
C (-0.9158, -2.1885, 2.3336)  0.65
C (-2.2662, -2.0185, 2.0631)  0.85
C (-2.7191, -0.9396, 1.3265)  -0.77
N (-1.9283, -0.1383, 0.5288)  0.62
C (-2.8036, 0.7689, -0.0483)  1.04
C (-2.5039, 1.5640, -1.1287)  0.79
C (-1.2430, 1.6406, -1.6983)  0.28
C (-0.9185, 2.5237, -2.7599)  -1.70
C (0.3853, 2.3205, -3.0690)  -1.55
C (0.8765, 1.3134, -2.1980)  1.02
N (-0.1273, 0.8878, -1.3362)  0.75
C (-3.6121, 2.2504, -1.8438)  -0.22
C (-4.1520, 3.4251, -1.3217)  -0.64
C (-5.1144, 4.1426, -2.0090)  -0.95
C (-5.5340, 3.6892, -3.2517)  -0.76
C (-5.0127, 2.5214, -3.7755)  -0.76
C (-4.0618, 1.7768, -3.0769)  0.49
N (-3.5993, 0.6068, -3.7393)  0.52
C (-3.0816, -0.5943, -3.3626)  -0.53
O (-2.7402, -0.8765, -2.2182)  -0.68
C (-2.9062, -1.5792, -4.5333)  2.28
C (-1.7728, -1.0342, -5.4300)  -1.67
C (-4.2011, -1.7317, -5.3433)  -1.77
C (-2.5153, -2.9483, -3.9809)  -1.60
C (-4.1219, 0.5623, 0.4519)  -1.44
C (-4.0806, -0.5226, 1.2624)  -1.29
C (-3.2233, -3.1533, 2.2205)  0.30
C (-3.8916, -3.5455, 3.3679)  -0.99
C (-4.7688, -4.6250, 3.3224)  -0.84
C (-4.9960, -5.2997, 2.1326)  -0.64
C (-4.3368, -4.9157, 0.9707)  -0.24
C (-3.4450, -3.8665, 1.0287)  -0.51
N (-2.7161, -3.4015, -0.1403)  0.81
C (-1.4180, -3.5611, -0.3351)  -1.07
O (-0.7982, -2.5536, -0.8681)  1.89
C (-0.7012, -4.8871, -0.1594)  2.46
C (0.7994, -4.7072, -0.3516)  -1.62
C (-1.2641, -5.7737, -1.2943)  -1.82
C (-0.9365, -5.5767, 1.1908)  -1.56
N (0.1060, -1.6035, 1.6136)  0.91
C (3.6894, -2.3944, 2.5420)  0.36
C (4.0628, -1.6729, 3.6737)  -0.73
C (5.1260, -2.0832, 4.4607)  -1.04
C (5.8445, -3.2133, 4.0972)  -0.69
C (5.4868, -3.9305, 2.9672)  -0.29
C (4.3928, -3.5522, 2.1987)  0.07
N (4.0081, -4.2758, 1.0434)  0.25
C (3.7607, -5.6092, 0.7603)  -0.47
O (3.6582, -5.9037, -0.4162)  -0.69
C (3.5469, -6.6605, 1.8589)  2.67
C (4.8669, -7.4050, 2.1042)  -1.68
C (2.9780, -6.0851, 3.1617)  -1.60
C (2.5353, -7.6755, 1.3062)  -1.60
H (1.1371, -4.2868, -5.2547)  0.63
H (0.2041, -2.7737, -5.1702)  -0.16
H (1.1977, -3.2693, -3.8054)  -0.13
H (2.0250, -3.3350, -7.4269)  0.47
H (3.0594, -1.9058, -7.4252)  0.35
H (1.3115, -1.7301, -7.2090)  0.36
H (3.5169, -4.3070, -5.4110)  0.50
H (3.8408, -3.2369, -4.0492)  0.33
H (4.4907, -2.8759, -5.6611)  0.50
H (4.2872, -0.9410, -5.1533)  0.25
H (5.2005, 1.0550, -5.8449)  0.46
H (5.8489, 3.3408, -5.2144)  0.43
H (4.7194, 4.4601, -3.3092)  0.46
H (3.0114, 3.2325, -2.0263)  0.56
H (4.7720, -0.1862, -1.8813)  0.66
H (5.0052, -1.5658, 0.3948)  0.64
H (1.6764, -3.1925, 4.0904)  0.68
H (-0.9930, -3.5017, 4.1316)  0.54
H (-1.6119, 3.2092, -3.2190)  0.59
H (0.9684, 2.8042, -3.8334)  0.67
H (-3.7827, 3.7776, -0.3660)  0.53
H (-5.5213, 5.0524, -1.5898)  0.46
H (-6.2695, 4.2456, -3.8169)  0.43
H (-5.3540, 2.1722, -4.7436)  0.52
H (-3.8497, 0.6221, -4.7156)  0.19
H (-2.1331, -0.2506, -6.1001)  0.39
H (-1.3777, -1.8368, -6.0534)  0.59
H (-0.9476, -0.6258, -4.8420)  0.22
H (-4.5141, -0.8131, -5.8438)  0.39
H (-5.0251, -2.0781, -4.7173)  0.37
H (-4.0397, -2.4728, -6.1273)  0.47
H (-1.7346, -2.8593, -3.2280)  -0.19
H (-2.1474, -3.5774, -4.7914)  0.57
H (-3.3761, -3.4471, -3.5302)  0.54
H (-4.9785, 1.1605, 0.1877)  0.63
H (-4.8880, -0.9852, 1.8078)  0.65
H (-3.7427, -2.9959, 4.2887)  0.58
H (-5.2877, -4.9305, 4.2209)  0.48
H (-5.6904, -6.1282, 2.1051)  0.45
H (-4.5096, -5.4333, 0.0359)  0.50
H (-3.0571, -2.5248, -0.5401)  0.43
H (1.0304, -4.3231, -1.3322)  -0.42
H (1.2934, -5.6730, -0.2530)  0.80
H (1.2206, -4.0348, 0.4014)  -0.11
H (-2.3280, -5.9690, -1.1606)  0.27
H (-0.7306, -6.7240, -1.2744)  0.53
H (-1.1106, -5.3162, -2.2739)  0.24
H (-0.5549, -4.9808, 2.0197)  0.10
H (-0.3824, -6.5149, 1.1693)  0.39
H (-1.9803, -5.8177, 1.3767)  0.39
H (3.5098, -0.7769, 3.9300)  0.57
H (5.4008, -1.5147, 5.3387)  0.46
H (6.6976, -3.5289, 4.6826)  0.47
H (6.0681, -4.7881, 2.6634)  0.56
H (3.9273, -3.7362, 0.1920)  0.20
H (5.6568, -6.7556, 2.4757)  0.18
H (5.2155, -7.8747, 1.1842)  0.42
H (4.7050, -8.1864, 2.8482)  0.47
H (3.7294, -5.6034, 3.7847)  0.36
H (2.5470, -6.9013, 3.7432)  0.58
H (2.1810, -5.3623, 2.9610)  0.05
H (2.8455, -8.0493, 0.3339)  0.35
H (1.5476, -7.2196, 1.2004)  0.21
H (2.4503, -8.5124, 2.0001)  0.58

[3]
The following is a quantum chemistry calculation of an isolated molecule of C2H3ClNOP in a non-equilibrium geometry, from OMol25.

Values from the calculation:
* SMILES string: C[P@](=O)(Cl)C#N
* total charge: 0

Last column: Mulliken charge in e.
Element x y z (Å)
C (-2.7988, -1.5687, -0.0198)  0.22
C (-0.0639, 0.2023, -0.0941)  -0.87
N (-3.0716, -2.6639, 0.1644)  -0.27
O (-2.5609, 0.4874, -1.8518)  -0.55
P (-2.2549, 0.0609, -0.4676)  0.76
Cl (-3.1013, 1.1108, 0.9685)  -0.19
H (0.4327, -0.6445, 0.4560)  0.31
H (0.2707, 0.3261, -1.1136)  0.30
H (0.1565, 1.1702, 0.3847)  0.30

no.,LUMO level (Eh),HOMO level (eV)
1,0.1112,-3.66
2,-0.2414,-12.26
3,0.0007,-11.04